An isolated molecule of C10H16B2N3O7PS. Source: the OMol25 dataset; level of theory: wB97M-V/def2-TZVPD.

## Properties
HOMO-LUMO gap in hartree: 0.3180

The geometry in ORCA input format:
```
! wB97M-V def2-TZVPD RIJCOSX def2/J DEFGRID3
* xyz 0 1
N 3.17045 -1.51978 1.12255
B 2.33725 -0.29862 1.46471
O 2.14505 0.00957 2.92596
C 1.65456 0.75868 0.40986
S 3.16549 1.22558 -0.65781
N 1.47947 2.08686 1.17838
C 0.50981 2.84775 0.25802
O 0.53613 4.09955 -0.19464
C -0.63076 1.64207 0.04521
C -2.00459 1.99240 -0.76655
B -3.21991 0.86872 -0.57895
O -3.80231 0.45185 0.71162
O -3.78069 0.28322 -1.84365
C 0.26467 0.30087 -0.40234
C -0.21996 -1.16722 0.24085
C -1.16276 -1.17437 1.57892
C -1.51386 -2.73119 2.08081
C -0.86722 -3.90765 1.16031
N -0.04468 -3.85374 -0.07977
C 0.29900 -2.48533 -0.57067
P 0.34318 0.45150 -2.32043
O -1.00796 -0.05134 -3.04331
O 1.63675 -0.43314 -3.07318
O 0.53564 2.12913 -2.87330
H 3.12554 -2.12192 1.99928
H 4.17490 -1.17256 1.13238
H 1.17635 0.21221 3.09238
H 4.34640 0.74200 -0.07071
H 2.35053 2.63085 0.98324
H -1.03750 1.58187 1.16664
H -1.87995 2.23815 -1.90234
H -2.43798 2.98832 -0.26947
H -4.39941 -0.35008 0.51369
H -3.99925 1.12046 -2.38728
H -1.54799 -0.26155 2.19220
H -2.15726 -2.96543 3.04511
H -1.09629 -5.01328 1.55482
H 0.99153 -2.42980 -1.54182
H 2.24648 -0.87603 -2.41345
H 0.32116 2.15145 -3.86725
*
```


A structure of composition CH9P5. Source: the OMol25 dataset; level of theory: wB97M-V/def2-TZVPD.

## Properties
HOMO-LUMO gap in hartree: 0.2744
ΔE to the lowest compared entry with this formula, charge and spin in kcal per mole: 67.07

The geometry in ORCA input format:
```
! wB97M-V def2-TZVPD RIJCOSX def2/J DEFGRID3
* xyz 0 1
C -1.50285 -0.31987 0.30162
P -2.03662 -0.62931 1.97627
P -1.65054 -1.66943 -0.86664
P -1.83645 1.35393 -0.06605
P 2.02664 -0.33505 0.04001
P 1.58380 1.58152 -0.78856
H -1.60192 -2.04710 2.01941
H -0.96488 -0.29960 2.70491
H -1.28057 -1.09417 -2.15821
H -0.36633 -2.46460 -0.71430
H -1.55437 1.32524 -1.38354
H 0.75487 2.07780 0.75718
H 3.22807 -0.20280 -0.70752
H 2.69574 0.32865 1.21299
H 0.65424 1.19238 -1.87487
*
```


The ion ClFN3 with charge +1. Source: the OMol25 dataset; level of theory: wB97M-V/def2-TZVPD.

## Properties
HOMO-LUMO gap in hartree: 0.3423
ΔE to the lowest compared entry with this formula, charge and spin in kcal per mole: 22.40

The geometry in ORCA input format:
```
! wB97M-V def2-TZVPD RIJCOSX def2/J DEFGRID3
* xyz 1 1
N 1.96973 0.58398 0.01780
N 0.92393 0.32965 0.22007
N -0.59646 -0.24133 -0.45368
F -0.43367 -1.33483 0.17716
Cl -1.86354 0.66253 0.03864
*
```


A cluster of 2 separate species, C2H8NO in total. Source: the OMol25 dataset; level of theory: wB97M-V/def2-TZVPD.

## Properties
HOMO-LUMO gap in hartree: 0.4125
ΔE to the lowest compared entry with this formula, charge and spin in kcal per mole: 18.91

The geometry in ORCA input format:
```
! wB97M-V def2-TZVPD RIJCOSX def2/J DEFGRID3
* xyz 1 1
O -2.42419 -0.52502 0.97914
H -3.29234 -0.16245 0.81710
H -2.48484 -1.29448 1.54044
H 2.66169 -0.45780 -1.16378
C 2.03535 0.43112 -1.16589
C 0.68639 0.00574 -0.64074
N 0.21939 0.21919 0.53032
H 1.88322 0.85134 -2.17633
H 2.45368 1.16499 -0.46217
H -0.04904 -0.11084 -1.43308
H 0.75912 0.26593 1.39179
H -0.62779 -0.37570 0.68611
*
```


A structure of composition C12H6Br2Cl3I2NO3Re. Source: the OMol25 dataset; level of theory: wB97M-V/def2-TZVPD.

## Properties
HOMO-LUMO gap (alpha / beta) in hartree: 0.2665 / 0.1990
ΔE to the lowest compared entry with this formula, charge and spin in kcal per mole: 0.00

The geometry in ORCA input format:
```
! wB97M-V def2-TZVPD RIJCOSX def2/J DEFGRID3
* xyz 2 4
Re -1.44473 0.13749 -0.15474
Br -2.55549 0.08210 2.32969
C -4.25648 0.22698 1.40898
Br -3.96352 -0.48524 -0.36722
H -4.51809 1.27477 1.32129
H -5.01048 -0.37137 1.90765
I -0.24759 -4.99441 -0.17177
C 0.96860 -3.36516 0.06784
C 2.33613 -3.49621 0.25358
C 3.17585 -2.39719 0.42482
I 5.17195 -2.73247 0.68336
C 2.63656 -1.05597 0.41565
C 3.37480 0.12559 0.59525
C 2.72526 1.33762 0.57203
C 1.34705 1.38716 0.36351
N 0.63065 0.28128 0.18646
C 1.26267 -0.92299 0.21697
C 0.39882 -2.06185 0.04270
O -0.85446 -1.84227 -0.11465
H 2.76677 -4.48846 0.26602
H 4.44410 0.08135 0.75267
H 3.26596 2.26243 0.71405
H 0.81291 2.32851 0.35452
Cl -1.12991 3.54176 -3.47635
C -1.91271 2.59411 -2.28866
Cl -3.62054 2.44185 -2.53489
Cl -1.12667 0.82780 -2.41850
C -1.61435 3.03949 -0.82571
O -1.32576 4.16736 -0.59980
O -1.73729 2.07595 0.07524
*
```


A structure of composition C18H27GeI2NSW. Source: the OMol25 dataset; level of theory: wB97M-V/def2-TZVPD.

## Properties
HOMO-LUMO gap (alpha / beta) in hartree: 0.0826 / 0.0823

The geometry in ORCA input format:
```
! wB97M-V def2-TZVPD RIJCOSX def2/J DEFGRID3
* xyz 4 1
W 0.99159 0.81029 0.32095
C 1.64223 3.90271 -1.66149
C 0.83269 3.91493 -0.41709
C 0.60463 5.13005 0.23684
C -0.13540 5.17355 1.39104
C -0.75085 3.98985 1.87717
C -1.60218 3.96357 2.98264
C -2.25087 2.78286 3.39354
C -2.10534 1.62136 2.67746
C -1.28211 1.59821 1.51200
S -1.28519 0.24320 0.44730
C -0.55719 2.79470 1.15989
N 0.30344 2.75702 0.08273
H 1.11694 4.50406 -2.40943
H 1.79554 2.90437 -2.05831
H 2.60684 4.38616 -1.49470
H 1.04113 6.03025 -0.17527
H -0.28314 6.11189 1.91513
H -1.78184 4.88707 3.52428
H -2.90440 2.80226 4.25662
H -2.65203 0.72903 2.95988
C 4.54875 -0.19211 -6.61870
C 4.28746 -0.59982 -5.25347
C 3.03873 -0.08828 -4.54337
C 2.86520 -0.70335 -3.14348
Ge 1.16475 -0.42893 -2.16921
C -0.54121 -1.10238 -2.90974
C -0.80732 -0.70797 -4.35542
C -2.17636 -1.25902 -4.78968
C -2.42900 -1.01462 -6.27803
H 5.66344 -0.27706 -6.84182
H 4.03330 0.67917 -7.01808
H 4.50639 -0.99159 -7.44770
H 5.20786 -0.39645 -4.61595
H 4.49186 -1.70313 -5.18306
H 2.18509 -0.32845 -5.18505
H 3.08610 1.00283 -4.49429
H 3.67567 -0.42426 -2.46752
H 2.87117 -1.79745 -3.21888
H 2.20017 1.20806 -0.79448
H -1.34909 -0.81067 -2.24148
H -0.37111 -2.18154 -2.79542
H -0.03533 -1.12464 -5.00993
H -0.80121 0.37823 -4.48281
H -2.95354 -0.78937 -4.18179
H -2.21350 -2.32977 -4.57420
H -2.02798 -0.05275 -6.60165
H -3.49723 -1.00746 -6.48585
H -1.98045 -1.79518 -6.89175
I 1.61886 -1.84549 -0.05226
I 2.46348 0.85327 2.28430
*
```


A structure of composition C15H24Cl2GaIN2O. Source: the OMol25 dataset; level of theory: wB97M-V/def2-TZVPD.

## Properties
HOMO-LUMO gap in hartree: 0.1805
ΔE to the lowest compared entry with this formula, charge and spin in kcal per mole: 37.69

The geometry in ORCA input format:
```
! wB97M-V def2-TZVPD RIJCOSX def2/J DEFGRID3
* xyz 2 1
Ga -0.11698 0.81452 -0.51744
C 1.37372 -2.48129 -0.03855
C 2.25779 -1.58219 -0.52483
C 2.70908 -0.71262 0.64586
C 2.04450 -1.13118 1.77967
C 1.24253 -2.24017 1.41010
C 0.44631 -3.08056 2.28378
C 2.21338 -0.54115 3.13905
C 3.72263 0.32919 0.54228
C 2.83086 -1.43327 -1.87498
C 0.65681 -3.56874 -0.75250
H 0.89141 -4.08210 2.29246
H -0.55480 -3.23730 1.87514
H 0.39113 -2.71290 3.30405
H 3.26004 -0.57513 3.43652
H 1.63573 -1.07079 3.88905
H 1.90136 0.50304 3.14019
H 4.71428 -0.10258 0.72273
H 3.58422 1.09615 1.30312
H 3.75177 0.76304 -0.45492
H 3.88110 -1.73724 -1.86464
H 2.80500 -0.39005 -2.19761
H 2.31020 -2.05535 -2.59653
H 1.01347 -4.54223 -0.41955
H 0.82469 -3.50084 -1.82227
H -0.41525 -3.52848 -0.56679
I -2.52886 1.06057 5.73801
C -2.08651 1.64236 3.77573
C -2.33753 2.87168 3.18849
N -1.87062 2.79860 1.93556
N -1.33052 1.60228 1.67071
C -1.45080 0.88742 2.78023
H -2.79626 3.75118 3.59224
H -1.86845 3.53537 1.24382
H -1.07661 -0.11701 2.83900
C -3.31927 0.35635 -1.99286
O -2.36524 0.39783 -0.92006
H -4.19892 0.94536 -1.73702
H -3.60827 -0.67368 -2.20099
H -2.83659 0.78155 -2.86898
H -2.82758 0.13796 -0.11399
Cl 0.04575 1.01181 -3.08648
C -0.09708 1.30334 -4.83884
Cl -1.50403 2.33657 -5.14727
H -0.23121 0.33553 -5.32426
H 0.81338 1.80284 -5.17364
*
```


A cluster of 3 separate species, C12H26N3O8P in total. Source: the OMol25 dataset; level of theory: wB97M-V/def2-TZVPD.

## Properties
HOMO-LUMO gap in hartree: 0.3418

The geometry in ORCA input format:
```
! wB97M-V def2-TZVPD RIJCOSX def2/J DEFGRID3
* xyz 0 1
N -3.60941 2.23600 2.35037
C -3.63557 1.77441 1.03937
O -3.49484 2.51790 0.12614
C -3.86004 0.26668 0.87253
C -3.07246 -0.34203 -0.30621
C -1.79514 -1.06636 0.09414
O -1.87131 -2.14239 0.56916
O -0.55430 -0.53258 -0.13138
C 0.28899 -0.60073 1.05343
C 1.26510 0.56617 1.03799
P 0.42745 2.18597 1.18726
O -0.77994 1.99298 2.00677
O 0.13815 2.88187 -0.22193
O 1.44676 3.14188 1.99423
H -3.27883 1.45955 2.91138
H -2.98278 3.02608 2.42782
H -3.59550 -0.23520 1.81135
H -4.93548 0.11752 0.72471
H -2.86836 0.41048 -1.07667
H -3.71371 -1.11389 -0.74034
H -0.38164 -0.52480 1.91401
H 0.83474 -1.54730 1.10547
H 1.95082 0.49747 1.88923
H 1.84158 0.56549 0.10231
H -0.57814 2.39746 -0.66674
H 1.01028 3.33669 2.83752
C -0.77782 -5.42925 -2.40624
O -0.44291 -6.10306 -3.36099
N -1.62421 -5.82805 -1.43605
C -1.97993 -4.96719 -0.32242
C -2.19450 -7.16112 -1.51274
H -0.40120 -4.40246 -2.25491
H -1.68555 -5.44720 0.61384
H -3.05996 -4.80489 -0.32129
H -1.47900 -4.01119 -0.40173
H -1.39364 -7.90214 -1.51237
H -2.75844 -7.26480 -2.44105
H -2.85276 -7.33494 -0.66462
C 5.89668 3.23337 -0.96794
O 5.95981 2.37477 -1.82495
N 4.83248 4.03412 -0.75241
C 4.82197 5.04003 0.29167
C 3.66006 3.88020 -1.59567
H 6.73330 3.43026 -0.27519
H 4.00690 4.83320 0.98897
H 4.67314 6.02626 -0.15334
H 5.76454 5.03556 0.83601
H 3.27972 2.86205 -1.49774
H 3.93648 4.04862 -2.63737
H 2.88838 4.58854 -1.30339
*
```


A cluster of 2 separate species, C4H13NOS in total. Source: the OMol25 dataset; level of theory: wB97M-V/def2-TZVPD.

## Properties
HOMO-LUMO gap in hartree: 0.3360
ΔE to the lowest compared entry with this formula, charge and spin in kcal per mole: 34.94

The geometry in ORCA input format:
```
! wB97M-V def2-TZVPD RIJCOSX def2/J DEFGRID3
* xyz 0 1
C -1.57028 -1.42847 -1.86433
C -0.47569 -1.44682 -0.72335
C -0.18795 -0.03866 -0.27149
S 0.80983 0.15040 1.28494
C -0.30778 0.92738 2.50392
N -2.62932 -2.42706 -1.67371
H -2.11132 -0.48786 -1.74973
H -0.97847 -1.44319 -2.78380
H -0.92330 -2.02229 0.09450
H 0.40126 -2.03526 -1.00086
H 0.48816 0.40681 -1.00720
H -1.11895 0.49359 -0.09364
H -1.20941 1.52522 2.32863
H 0.34053 1.37861 3.25350
H -0.85511 0.10585 2.98830
H -2.28057 -3.31998 -1.97060
H -3.07241 -2.31071 -0.77796
H 6.02481 4.03369 0.35856
H 4.46045 3.99324 0.25006
O 5.19553 3.94549 0.85426
*
```


Electronic energy readings, ordered: -1870.68376 -1750.05219 -723.80355 -210.72298 -7943.02199 -3892.67659 -3912.93401 -1580.51284 -688.33303 a.u.